Entry from OMol25: a 4-piece molecular cluster, C29H46Cl2N4O5 overall (the ωB97M-V functional and the def2-TZVPD basis).

Results
Relative energy (zero: lowest compared OMol25 entry of this formula, charge and spin), kcal/mol: 0.0
Strongest force on any atom, hartree/bohr: 0.02013
Gap between HOMO and LUMO, eV: 8.547
E_HOMO, eV: -9.152
E_tot, hartree: -2648.304686

Structure (ORCA input):
```
! RIJCOSX wB97M-V def2-TZVPD def2/J DEFGRID3
* xyz 0 1
C -0.763 -2.268 2.706
C 0.247 -1.680 1.728
C 1.184 -0.668 2.411
C 1.606 0.484 1.502
C 2.397 1.584 2.231
C 1.558 2.772 2.697
C 0.259 2.380 3.400
C -0.619 3.577 3.773
C -1.694 3.948 2.739
N -2.070 2.836 1.875
C -1.440 2.656 0.632
O -0.478 3.267 0.257
C -2.229 1.626 -0.089
C -1.933 0.916 -1.240
C -2.872 -0.027 -1.663
C -4.046 -0.253 -0.938
C -4.337 0.470 0.229
C -5.586 0.216 0.984
Cl -7.020 0.561 0.080
C -5.618 -0.259 2.227
C -4.385 -0.572 3.028
Cl -7.109 -0.530 3.035
C -3.410 1.429 0.619
C -3.404 2.391 1.768
O -4.323 2.788 2.422
H -1.432 -2.964 2.197
H -0.248 -2.842 3.479
H -1.353 -1.486 3.184
H -0.281 -1.164 0.924
H 0.842 -2.482 1.301
H 2.088 -1.184 2.748
H 0.711 -0.267 3.313
H 0.712 0.914 1.042
H 2.238 0.075 0.711
H 3.172 1.960 1.561
H 2.924 1.144 3.082
H 1.368 3.461 1.873
H 2.142 3.329 3.438
H 0.541 1.870 4.326
H -0.300 1.647 2.819
H 0.031 4.446 3.890
H -1.086 3.403 4.741
H -2.601 4.271 3.246
H -1.373 4.778 2.111
H -1.011 1.091 -1.776
H -2.687 -0.590 -2.568
H -4.751 -1.000 -1.278
H -3.611 -0.974 2.378
H -4.620 -1.297 3.802
H -4.023 0.338 3.510
C 0.243 -4.353 -3.041
C -0.299 -3.323 -2.079
O -0.125 -3.392 -0.875
N -1.004 -2.279 -2.606
C -1.312 -2.018 -3.996
H 0.774 -5.120 -2.481
H -0.569 -4.823 -3.599
H 0.931 -3.888 -3.749
H -1.339 -1.630 -1.911
H -0.898 -1.058 -4.314
H -2.392 -1.997 -4.160
H -0.890 -2.795 -4.624
C 4.162 -6.369 -0.711
C 3.341 -6.811 -1.899
O 2.123 -6.746 -1.896
N 4.009 -7.286 -2.983
C 5.440 -7.433 -3.162
H 3.479 -6.020 0.056
H 4.752 -7.196 -0.314
H 4.837 -5.557 -0.983
H 3.404 -7.566 -3.739
H 5.785 -6.841 -4.012
H 5.701 -8.477 -3.343
H 5.966 -7.097 -2.275
C 2.342 6.494 -3.764
C 1.952 7.395 -2.613
O 1.958 8.610 -2.718
N 1.592 6.793 -1.450
C 1.526 5.372 -1.147
H 2.598 7.123 -4.610
H 3.203 5.877 -3.504
H 1.515 5.839 -4.045
H 1.345 7.444 -0.722
H 0.520 5.088 -0.857
H 2.203 5.129 -0.325
H 1.817 4.789 -2.014
*
```

Löwdin charges, unit e, in atom order: -0.109, -0.261, -0.223, -0.209, -0.196, -0.210, -0.210, -0.149, -0.108, 0.042, -0.357, 0.121, -0.064, 0.023, -0.053, 0.012, -0.187, -0.672, 0.704, -0.734, -0.086, 0.698, -0.016, -0.337, 0.151, 0.070, 0.075, 0.055, 0.087, 0.094, 0.114, 0.092, 0.087, 0.114, 0.103, 0.110, 0.094, 0.112, 0.117, 0.090, 0.111, 0.108, 0.121, 0.127, 0.128, 0.073, 0.123, 0.074, 0.074, 0.084, -0.004, -0.524, 0.047, 0.003, -0.088, 0.050, 0.087, 0.086, 0.082, 0.087, 0.080, 0.073, -0.007, -0.540, 0.025, 0.007, -0.079, 0.085, 0.084, 0.084, 0.139, 0.082, 0.083, 0.070, -0.016, -0.559, 0.028, 0.008, -0.072, 0.080, 0.081, 0.081, 0.138, 0.058, 0.083, 0.073

Entry from OMol25: C11H16Cl3F3O4SW as an isolated structure (the ωB97M-V functional and the def2-TZVPD basis).

Results
Relative energy (zero: lowest compared OMol25 entry of this formula, charge and spin), kcal/mol: 28.6
Strongest force on any atom, hartree/bohr: 0.14361
Gap between HOMO and LUMO (alpha / beta), eV: 6.277 / 7.099
E_HOMO (alpha / beta), eV: -1.590 / -2.430
⟨S²⟩: 2.012
E_tot, hartree: -2875.268115

Structure (ORCA input):
```
! RIJCOSX wB97M-V def2-TZVPD def2/J DEFGRID3
* xyz -2 3
C -0.588 0.803 -2.347
C -1.516 -0.239 -2.045
C -0.760 -1.455 -1.764
C -2.995 -0.159 -2.181
C 0.641 -1.150 -1.869
C 0.762 0.253 -2.235
C 1.967 1.042 -2.194
C -0.915 2.155 -2.793
C -1.334 -2.838 -1.643
C 1.748 -2.124 -1.725
W -0.073 0.383 -0.309
Cl -2.374 -1.492 1.196
Cl -1.594 2.033 0.439
Cl 1.356 -0.830 1.170
H -3.356 0.793 -1.796
H -3.494 -0.963 -1.631
H -3.297 -0.229 -3.235
H -2.301 -2.806 -1.167
H -0.684 -3.438 -1.025
H -1.412 -3.309 -2.621
H 1.482 -2.916 -1.035
H 2.637 -1.625 -1.369
H 1.966 -2.573 -2.690
H 2.881 0.455 -2.174
H 1.892 1.684 -0.982
H 1.982 1.827 -2.958
H -1.925 2.460 -2.474
H -0.875 2.257 -3.892
H -0.214 2.904 -2.381
O 1.266 1.798 -0.026
H 0.905 2.708 -0.026
F 0.855 0.574 8.087
C 1.577 0.516 6.929
F 2.468 1.544 6.916
F 2.259 -0.661 6.896
S 0.407 0.640 5.421
O -0.466 -0.519 5.617
O -0.221 1.950 5.617
O 1.345 0.550 4.301
*
```

Löwdin charges, unit e, in atom order: -0.423, -0.331, -0.281, -0.059, -0.337, -0.413, -0.138, -0.089, -0.076, -0.088, 1.062, -0.414, 0.031, 0.073, 0.061, 0.057, 0.082, 0.011, 0.068, 0.079, 0.063, 0.054, 0.081, 0.048, 0.001, 0.049, 0.062, 0.085, 0.079, -0.414, 0.040, 0.065, -0.609, 0.072, 0.075, 0.468, -0.354, -0.368, -0.373

Entry from OMol25: a 10-piece molecular cluster, C34H92N4O10 overall (the ωB97M-V functional and the def2-TZVPD basis).

Results
Relative energy (zero: lowest compared OMol25 entry of this formula, charge and spin), kcal/mol: 36.2
Strongest force on any atom, hartree/bohr: 0.06751
Gap between HOMO and LUMO, eV: 8.678
E_HOMO, eV: -8.348
E_tot, hartree: -2321.879138

Structure (ORCA input):
```
! RIJCOSX wB97M-V def2-TZVPD def2/J DEFGRID3
* xyz 0 1
C 8.677 11.222 13.344
C 8.614 11.016 14.875
C 8.423 12.279 15.570
O 7.487 10.248 15.242
H 9.239 12.095 13.061
H 7.643 11.248 13.020
H 9.064 10.284 12.978
H 9.526 10.540 15.188
H 8.571 12.124 16.633
H 7.444 12.683 15.376
H 9.157 13.027 15.290
H 7.524 9.325 14.951
C 10.018 19.454 9.267
C 10.757 18.728 10.380
C 9.834 18.127 11.397
O 11.503 17.632 9.827
H 10.775 19.764 8.524
H 9.530 20.372 9.593
H 9.262 18.845 8.766
H 11.502 19.410 10.831
H 9.067 18.872 11.696
H 10.283 17.764 12.322
H 9.354 17.271 10.905
H 12.086 17.980 9.162
C 17.740 17.384 11.893
C 18.620 18.502 12.338
C 19.880 18.615 11.622
O 17.911 19.763 12.176
H 18.296 16.419 11.932
H 17.359 17.652 10.906
H 16.889 17.299 12.558
H 18.770 18.264 13.388
H 20.451 17.703 11.495
H 20.388 19.324 12.336
H 19.843 19.072 10.630
H 17.097 19.702 12.679
C 16.073 12.162 10.074
C 14.769 11.619 9.407
C 14.656 12.095 7.980
O 14.576 10.208 9.538
H 16.932 11.811 9.521
H 16.018 11.758 11.118
H 16.123 13.234 10.092
H 13.875 12.058 9.884
H 15.316 11.539 7.307
H 14.872 13.132 7.955
H 13.598 11.913 7.625
H 15.147 9.778 8.869
C 10.043 14.910 18.870
C 11.297 14.113 18.618
C 12.321 14.952 17.934
O 11.791 13.470 19.843
H 9.521 15.293 18.027
H 10.196 15.777 19.553
H 9.369 14.247 19.367
H 11.138 13.227 18.007
H 11.865 15.348 17.005
H 13.268 14.418 17.733
H 12.515 15.856 18.536
H 11.994 14.184 20.491
C 15.638 8.980 12.753
C 14.277 8.319 12.850
C 13.839 8.276 14.297
O 13.254 8.953 12.159
H 16.380 8.312 13.146
H 15.745 9.924 13.283
H 15.840 9.160 11.690
H 14.379 7.297 12.424
H 14.012 9.274 14.733
H 14.464 7.571 14.847
H 12.774 8.020 14.354
H 13.599 9.525 11.472
C 11.406 8.075 18.907
C 12.574 9.079 18.757
C 12.313 9.867 17.401
O 13.544 10.395 16.939
C 13.332 11.551 16.189
N 12.696 10.093 19.741
H 10.463 8.604 18.795
H 11.422 7.563 19.859
H 11.500 7.322 18.076
H 13.545 8.605 18.631
H 11.625 10.615 17.602
H 11.910 9.247 16.612
H 14.191 12.191 16.220
H 12.542 12.100 16.702
H 13.056 11.349 15.108
H 13.261 10.844 19.335
H 11.797 10.492 20.065
C 10.250 11.262 8.074
C 9.969 11.806 9.470
C 10.308 13.263 9.653
O 11.720 13.420 9.493
C 12.160 14.786 9.697
N 8.545 11.590 9.725
H 10.195 10.194 8.125
H 11.292 11.456 7.891
H 9.540 11.681 7.371
H 10.646 11.239 10.118
H 10.052 13.595 10.701
H 9.713 13.923 9.004
H 11.683 15.477 9.004
H 13.248 14.681 9.582
H 11.908 15.215 10.683
H 8.399 11.878 10.696
H 8.320 10.597 9.605
C 11.870 18.556 17.076
C 10.717 18.997 16.194
C 9.680 17.897 16.131
O 10.109 16.838 15.274
C 9.079 16.068 14.730
N 10.130 20.241 16.713
H 12.447 17.773 16.559
H 11.639 18.200 18.125
H 12.500 19.425 17.085
H 11.119 19.105 15.125
H 8.720 18.311 15.737
H 9.532 17.458 17.150
H 9.559 15.340 14.077
H 8.464 16.720 14.077
H 8.433 15.523 15.416
H 9.397 20.569 16.048
H 10.822 20.964 16.826
C 14.508 14.532 13.969
C 13.376 14.976 13.068
C 12.063 14.370 13.494
O 12.034 13.004 13.768
C 12.544 12.179 12.708
N 13.166 16.459 13.030
H 15.427 15.028 13.783
H 14.653 13.444 13.815
H 14.233 14.657 15.036
H 13.590 14.715 12.004
H 11.326 14.564 12.688
H 11.795 14.855 14.435
H 12.023 12.435 11.750
H 12.292 11.169 13.086
H 13.619 12.238 12.565
H 12.620 16.672 12.213
H 12.681 16.725 13.864
*
```

Löwdin population analysis, charges in e, atoms 1 to 99: -0.041, -0.514, -0.070, -0.042, 0.062, 0.080, 0.076, 0.126, 0.084, 0.092, 0.066, 0.100, -0.059, -0.490, -0.057, -0.079, 0.083, 0.079, 0.088, 0.142, 0.094, 0.059, 0.094, 0.083, -0.074, -0.548, -0.072, -0.049, 0.096, 0.088, 0.065, 0.132, 0.082, 0.105, 0.090, 0.080, -0.032, -0.492, -0.060, -0.058, 0.073, 0.078, 0.063, 0.114, 0.084, 0.063, 0.090, 0.108, -0.050, -0.484, -0.067, -0.070, 0.050, 0.100, 0.072, 0.113, 0.074, 0.084, 0.080, 0.100, -0.053, -0.523, -0.052, -0.045, 0.075, 0.078, 0.067, 0.140, 0.064, 0.087, 0.084, 0.052, -0.056, -0.422, -0.204, -0.188, -0.105, 0.026, 0.071, 0.064, 0.091, 0.133, 0.082, 0.108, 0.080, 0.068, 0.085, 0.074, 0.086, -0.046, -0.462, -0.208, -0.222, -0.079, 0.045, 0.071, 0.053, 0.086, 0.131